Model one:
The following is a quantum chemistry calculation of 2 unconnected molecules or ions with the total composition C5H13Cl2NSi, from OMol25.

The gap between HOMO and LUMO (alpha / beta) is 6.9612 / 9.3699 eV. The lowest unoccupied orbital energy (alpha / beta) comes out at -0.227 / -0.459 eV.

Geometry (Å):
C: -4.52 0.80 0.15
C: 3.19 1.65 -0.22
C: 4.19 -0.52 -0.09
C: -4.45 -0.77 -0.22
C: 2.96 0.19 0.34
N: -3.17 -1.18 0.16
Si: 1.24 -0.58 -0.06
Cl: 0.09 -0.65 1.62
Cl: 1.13 -2.32 -1.09
H: -5.41 1.17 -0.38
H: -4.76 1.07 1.13
H: -3.72 1.33 -0.24
H: 3.31 1.57 -1.36
H: 2.27 2.26 0.03
H: 4.17 1.97 0.16
H: 4.62 -0.11 -0.99
H: 4.06 -1.54 -0.27
H: 4.91 -0.41 0.66
H: -5.08 -1.28 0.39
H: -4.81 -0.82 -1.32
H: 2.88 0.38 1.43
H: -3.09 -2.20 0.16

Model two:
The following is a quantum chemistry calculation of 2 unconnected molecules or ions with the total composition C5H13Cl2NSi, from OMol25.

The gap between HOMO and LUMO is 8.5727 eV. The lowest unoccupied orbital energy comes out at 0.066 eV. Its structure (SMILES) is C=[Si](Cl)Cl.CC(C)(C)N.

Geometry (Å):
C: 3.23 -1.55 1.99
Si: 3.62 -0.40 0.71
Cl: 4.77 -0.57 -0.93
Cl: 2.80 1.52 0.57
H: 3.89 -2.34 2.15
H: 2.42 -1.66 2.80
C: -1.58 -1.15 -0.10
C: -1.22 0.30 -0.53
C: -0.58 1.01 0.65
C: -2.47 1.00 -1.06
N: -0.18 0.24 -1.52
H: -0.68 -1.76 -0.20
H: -1.69 -1.33 0.99
H: -2.31 -1.53 -0.78
H: 0.11 1.74 0.30
H: -0.21 0.33 1.55
H: -1.35 1.68 1.09
H: -3.20 0.16 -1.07
H: -2.90 1.79 -0.43
H: -2.36 1.36 -2.07
H: 0.22 1.16 -1.57
H: -0.33 0.02 -2.51

Which of them is the most stable, and which is the least stable? model two and model one, in that order.

Model one:
The following is a quantum chemistry calculation of 4 unconnected molecules or ions with the total composition C3H14NO4, from OMol25.

The gap between HOMO and LUMO is 7.9159 eV. The lowest unoccupied orbital energy comes out at 3.674 eV. The total charge is -1.

Geometry (Å):
C: 2.08 -1.69 0.79
C: 1.05 -1.08 -0.26
C: -0.26 -0.42 0.34
O: -0.22 0.85 -0.09
N: 2.09 -0.95 2.10
H: 3.18 -1.63 0.41
H: 1.71 -2.81 0.86
H: 1.79 -0.35 -0.69
H: 0.68 -1.80 -1.05
H: -0.40 -0.45 1.50
H: -1.03 -1.11 0.01
H: 1.58 -1.50 2.84
H: 1.78 0.06 2.16
H: 2.31 1.95 0.13
H: 1.09 1.83 0.58
O: 1.87 2.36 0.94
H: -3.00 1.84 -1.19
H: -1.74 1.29 -0.17
O: -2.85 1.37 -0.39
H: -2.80 -0.39 -2.06
H: -2.34 -1.09 -3.52
O: -3.13 -0.83 -2.92

Model two:
The following is a quantum chemistry calculation of 4 unconnected molecules or ions with the total composition C3H14NO4, from OMol25.

The gap between HOMO and LUMO is 8.2289 eV. The lowest unoccupied orbital energy comes out at 3.734 eV. The total charge is -1.

Geometry (Å):
C: -0.77 -0.68 -0.22
N: -0.27 0.65 -0.73
C: 1.06 1.10 0.01
O: 1.17 0.73 1.38
C: -2.04 -1.10 -1.04
H: 0.06 -1.35 -0.17
H: -1.13 -0.54 0.82
H: -1.11 1.28 -0.39
H: 1.15 2.21 -0.12
H: 1.85 0.58 -0.58
H: -1.64 -1.32 -2.02
H: -2.67 -0.24 -1.08
H: -2.65 -1.81 -0.58
H: -0.19 -0.94 -3.42
H: 0.45 0.22 -2.61
O: 0.31 -0.14 -3.50
H: -0.17 1.27 1.69
H: -1.58 0.82 2.24
O: -1.07 1.68 2.04
H: 1.50 -2.05 2.75
H: 1.65 -0.99 1.70
O: 1.70 -1.97 1.89

Which of them is the most stable, and which is the least stable? model two and model one, in that order.

Model one:
The following is a quantum chemistry calculation of 2 unconnected molecules or ions with the total composition CH5NS, from OMol25.

The gap between HOMO and LUMO is 10.6650 eV. The lowest unoccupied orbital energy comes out at 0.808 eV. Its structure (SMILES) is C=N.S.

Geometry (Å):
C: 1.41 -0.42 -0.22
N: 1.10 0.67 0.29
H: 2.34 -0.37 -0.82
H: 0.72 -1.34 -0.18
H: 0.15 0.82 0.79
S: -2.46 -0.04 -0.68
H: -3.14 -1.21 -0.83
H: -1.43 -0.46 -0.09

Model two:
The following is a quantum chemistry calculation of 2 unconnected molecules or ions with the total composition CH5NS, from OMol25.

The gap between HOMO and LUMO is 10.7594 eV. The lowest unoccupied orbital energy comes out at 0.925 eV. Its structure (SMILES) is C=N.S.

Geometry (Å):
C: 2.89 -0.02 -0.82
N: 4.13 0.15 -0.47
H: 2.48 -0.61 -1.69
H: 2.02 -0.08 -0.01
H: 4.68 -0.28 -1.29
S: -4.92 -0.02 1.82
H: -5.64 1.18 1.78
H: -5.64 -0.33 0.68

Which of them is the most stable, and which is the least stable? model one and model two, in that order.

Model one:
The following is a quantum chemistry calculation of 2 unconnected molecules or ions with the total composition C10H11NO2, from OMol25.

The gap between HOMO and LUMO (alpha / beta) is 7.0994 / 7.2917 eV. The lowest unoccupied orbital energy (alpha / beta) comes out at -1.424 / -0.409 eV.

Geometry (Å):
C: -1.37 0.34 -0.16
C: -1.18 -0.88 -0.02
C: 1.13 -0.01 1.31
C: 0.57 1.28 0.85
C: 0.76 -1.30 1.27
C: -0.59 1.48 0.14
C: -0.46 -1.95 0.60
C: 0.99 -3.00 -1.31
C: -0.25 3.41 -1.41
C: -1.02 2.82 -0.24
N: -1.00 -3.20 1.02
O: -0.49 -3.75 1.98
O: -1.94 -3.59 0.42
H: 2.09 -0.02 1.83
H: 1.23 2.16 0.92
H: 1.24 -2.00 1.92
H: 0.44 -3.65 -1.98
H: 1.54 -3.28 -0.44
H: 1.17 -1.97 -1.64
H: 0.50 4.22 -1.16
H: -0.81 3.92 -2.11
H: 0.20 2.60 -1.88
H: -2.08 2.95 -0.47
H: -0.69 3.43 0.57

Model two:
The following is a quantum chemistry calculation of C10H11NO2 in the gas phase, from OMol25.

The gap between HOMO and LUMO is 8.5818 eV. The lowest unoccupied orbital energy comes out at 0.825 eV. Its structure (SMILES) is COC1=[N+]([O-])c2ccccc2CC1.

Geometry (Å):
C: -3.51 -0.58 -1.51
O: -2.70 -1.01 -0.34
C: -1.46 -0.55 -0.08
N: -0.71 0.29 -0.71
O: -1.16 0.97 -1.70
C: 0.64 0.41 -0.34
C: 1.50 0.93 -1.26
C: 2.86 1.07 -0.92
C: 3.32 0.75 0.38
C: 2.40 0.39 1.28
C: 1.04 0.15 0.94
C: 0.02 -0.38 1.95
C: -0.85 -1.27 1.10
H: -3.74 -1.41 -2.27
H: -3.08 0.25 -2.05
H: -4.32 -0.27 -0.96
H: 1.10 1.47 -2.10
H: 3.52 1.56 -1.57
H: 4.37 1.19 0.46
H: 2.60 0.36 2.35
H: 0.51 -0.96 2.76
H: -0.62 0.44 2.33
H: -0.18 -1.97 0.66
H: -1.55 -1.83 1.61

Model three:
The following is a quantum chemistry calculation of C10H11NO2 in the gas phase, from OMol25.

The gap between HOMO and LUMO is 9.7705 eV. The lowest unoccupied orbital energy comes out at 0.738 eV. Its structure (SMILES) is O=C(O)c1ccc2c(c1)CNCC2.

Geometry (Å):
O: 3.48 -1.92 1.71
C: 2.32 -1.75 2.02
O: 1.93 -2.00 3.34
C: 1.12 -1.30 1.11
C: 0.32 -2.24 0.38
C: -0.66 -1.59 -0.39
C: -0.65 -0.22 -0.66
C: 0.24 0.66 -0.03
C: 1.22 0.08 0.84
C: 0.17 2.08 -0.30
N: -0.72 2.41 -1.38
C: -2.01 1.70 -1.32
C: -1.78 0.24 -1.60
H: 2.58 -2.55 3.70
H: 0.24 -3.36 0.77
H: -1.44 -2.06 -1.02
H: 2.11 0.61 1.23
H: -0.29 2.65 0.60
H: 1.23 2.52 -0.53
H: -0.21 2.14 -2.17
H: -2.46 1.86 -0.32
H: -2.52 2.30 -2.06
H: -2.63 -0.32 -1.25
H: -1.60 0.06 -2.69

Which of them is the most stable, and which is the least stable? model three and model one, in that order.